{"formula": "C5H10FN", "method": "ωB97M-V/def2-TZVPD", "symbols": ["F", "N", "C", "C", "C", "C", "C", "H", "H", "H", "H", "H", "H", "H", "H", "H", "H"], "xyz": [[-0.4606, -0.1381, 1.6288], [1.8703, 0.7901, 0.2583], [-1.1606, 1.4410, 0.0517], [0.8242, -0.0436, -0.3591], [-0.5870, 0.0477, 0.2057], [1.9379, -0.6713, 0.3565], [-1.4239, -1.1316, -0.3068], [1.5987, -1.0679, 1.3628], [2.4963, 1.0629, -0.5100], [-0.4566, 2.1874, 0.4970], [-1.4906, -1.2450, -1.3513], [-1.2483, 1.6827, -1.0146], [0.9011, -0.1031, -1.4258], [-2.1519, 1.4989, 0.5230], [-0.9633, -1.9913, 0.0995], [-2.4297, -1.1365, 0.1047], [2.7439, -1.1822, -0.1203]], "atomic_forces_ev_per_a": [[-0.240, -0.083, -0.773], [0.132, 0.071, -0.455], [0.308, 0.368, -0.115], [0.184, 0.289, -0.285], [0.358, -0.133, 0.572], [-1.177, -0.508, 2.382], [-0.252, 1.005, 1.548], [0.978, 0.529, -1.188], [-0.216, 0.094, 0.565], [-0.639, -0.692, -0.213], [0.118, 0.213, -1.378], [-0.124, -0.041, 0.132], [-0.417, 0.005, -0.570], [0.340, 0.057, -0.129], [0.614, -1.156, 0.290], [-0.156, 0.347, 0.039], [0.189, -0.366, -0.421]], "energy_ha": -351.09278, "smiles": "CC(C)(F)[C@@H]1CN1", "gap_ev": 10.6}